Entry 1:
ORCA calculation (the ωB97M-V functional and the def2-TZVPD basis) on a molecular structure, C54H43F10NOP2Yb in a non-equilibrium geometry.

The expectation value of S² is 0.80. The total charge is +1. Its spin multiplicity is 2. The LUMO energy (alpha / beta) is -2.783 / -4.414 eV. The calculation puts the orbital gap (alpha / beta) at 0.2582 / 0.1979 hartree.

Element x y z (Å)
Yb  0.051  -0.990  0.063
C  -6.382  -2.771  0.006
C  -6.006  -1.684  0.785
C  -4.702  -1.582  1.247
C  -3.764  -2.575  0.955
C  -4.143  -3.653  0.158
C  -5.449  -3.748  -0.311
P  -2.037  -2.326  1.485
C  -2.184  -1.945  3.271
C  -1.103  -1.293  3.865
C  -1.084  -1.018  5.226
C  -2.170  -1.380  6.011
C  -3.259  -2.016  5.433
C  -3.267  -2.299  4.073
C  -1.278  -4.002  1.458
C  -1.789  -4.962  2.297
C  -1.350  -6.297  2.235
C  -0.425  -6.652  1.296
C  0.125  -5.695  0.412
C  1.054  -6.100  -0.582
C  1.565  -5.187  -1.449
C  1.211  -3.821  -1.315
C  0.348  -3.328  -0.360
C  -0.259  -4.322  0.498
H  -7.402  -2.858  -0.351
H  -6.733  -0.920  1.039
H  -4.414  -0.733  1.861
H  -3.422  -4.421  -0.093
H  -5.736  -4.596  -0.921
H  -0.251  -1.025  3.258
H  -0.228  -0.529  5.677
H  -2.165  -1.166  7.074
H  -4.107  -2.301  6.046
H  -4.127  -2.792  3.634
H  -2.559  -4.700  3.015
H  -1.764  -7.035  2.913
H  -0.097  -7.685  1.210
H  1.339  -7.146  -0.639
H  2.256  -5.493  -2.227
H  1.679  -3.135  -2.021
F  4.694  4.348  -0.476
C  4.764  3.010  -0.322
C  5.125  2.326  -1.556
C  4.907  1.048  -1.888
C  4.168  0.005  -1.168
C  4.039  -1.204  -1.714
C  3.567  0.258  0.196
C  4.549  2.494  0.880
H  5.643  2.957  -2.272
H  5.297  0.727  -2.850
H  3.554  -2.015  -1.182
H  4.437  -1.427  -2.700
H  3.417  -0.724  0.652
H  4.344  3.156  1.715
C  -2.814  1.723  0.865
N  -3.420  1.434  -0.434
C  -4.582  2.224  -0.855
C  -2.869  0.516  -1.236
C  -3.517  0.230  -2.560
O  -1.855  -0.104  -0.896
H  -3.583  2.081  1.544
H  -2.036  2.487  0.779
H  -2.385  0.818  1.281
H  -4.924  2.814  -0.012
H  -5.401  1.582  -1.175
H  -4.335  2.909  -1.668
H  -3.677  1.143  -3.136
H  -4.491  -0.243  -2.407
H  -2.881  -0.449  -3.118
F  4.224  0.751  -7.066
C  3.253  1.659  -6.860
F  3.743  2.866  -7.172
F  2.256  1.379  -7.714
C  2.764  1.601  -5.438
C  2.852  2.707  -4.610
C  2.392  2.623  -3.302
C  1.845  1.436  -2.827
C  1.745  0.336  -3.682
C  2.212  0.411  -4.982
P  1.084  1.283  -1.178
C  0.444  2.972  -0.910
C  1.021  3.900  -0.052
C  0.438  5.154  0.111
C  -0.719  5.470  -0.577
C  -1.297  4.555  -1.449
C  -0.719  3.309  -1.610
C  -1.370  6.818  -0.412
F  -0.885  7.477  0.648
F  -2.700  6.686  -0.246
F  -1.179  7.582  -1.498
C  2.223  0.970  0.215
C  4.593  0.999  1.096
C  4.433  0.637  2.540
C  3.267  0.502  3.200
C  1.939  0.736  2.711
C  1.502  0.984  1.412
C  3.390  0.082  4.658
F  3.581  -1.243  4.748
F  2.283  0.384  5.359
F  4.423  0.685  5.260
H  3.281  3.629  -4.980
H  2.466  3.491  -2.655
H  1.309  -0.588  -3.322
H  2.141  -0.444  -5.644
H  1.925  3.652  0.491
H  0.889  5.881  0.774
H  -2.197  4.821  -1.992
H  -1.158  2.589  -2.295
H  5.579  0.638  0.784
H  5.349  0.487  3.102
H  1.183  0.808  3.481
H  0.490  1.380  1.364

Entry 2:
ORCA calculation (the ωB97M-V functional and the def2-TZVPD basis) on 2 unconnected molecules or ions with the total composition C4H13N4 in a non-equilibrium geometry.

The total charge is +1. The value obtained for the energy relative to the best compared isomer or geometry (same formula, charge and spin) is 15.03 kcal/mol. The LUMO energy is -2.806 eV. The calculation puts the orbital gap at 0.3802 hartree.

Element x y z (Å)
C  -2.179  0.041  0.166
C  -3.678  0.190  0.665
C  3.518  0.446  0.182
C  2.209  -0.318  -0.201
N  -1.329  -0.824  0.612
N  2.236  -1.468  -0.824
N  1.093  0.230  0.065
N  -1.851  0.879  -0.851
H  -4.012  -0.563  1.315
H  -3.662  1.124  1.092
H  -4.275  0.203  -0.246
H  3.288  1.538  0.410
H  4.327  0.271  -0.509
H  3.902  -0.033  1.083
H  -1.559  -1.313  1.500
H  1.361  -1.729  -1.262
H  -1.435  0.676  -1.731
H  3.179  -1.832  -1.171
H  0.985  1.141  0.462
H  0.286  -0.364  0.244
H  -2.405  1.705  -1.003

no.,E_tot (eV)
1,-137510.4695
2,-10313.4365